Computed, not measured: the molecule C8H10N2S2 at a distorted geometry, with wB97M-V/def2-TZVPD.

Properties
Electronic energy, a.u.: -1216.7123
SMILES: CSc1cccc(NC(N)=S)c1
Relative energy (zero: lowest compared OMol25 entry of this formula, charge and spin), kcal per mole: 25.4
Lowest unoccupied orbital energy, eV: 0.6
E_HOMO, eV: -8.02

Last column: Löwdin charge in e.
Element x y z (Å)
C (2.31863, -2.27638, 0.46358)  -0.419
S (2.81186, -0.95268, -0.58240)  0.849
C (1.67903, 0.37571, -0.21780)  -0.506
C (2.10791, 1.64381, 0.27713)  -0.101
C (1.15538, 2.60946, 0.55427)  -0.084
C (-0.20509, 2.34546, 0.36224)  -0.035
C (-0.56365, 1.15981, -0.17847)  -0.317
N (-1.94641, 0.94200, -0.39323)  0.050
C (-2.56187, -0.27418, -0.12284)  -0.902
N (-3.81719, -0.51746, -0.58632)  0.052
S (-1.83083, -1.44357, 0.74910)  0.678
C (0.31126, 0.15383, -0.52839)  -0.105
H (2.70202, -3.13426, 0.00344)  0.000
H (2.85683, -2.16731, 1.40417)  0.035
H (1.17738, -2.35262, 0.47510)  0.053
H (3.23926, 1.72466, 0.40488)  0.122
H (1.47051, 3.61377, 0.90520)  0.114
H (-0.92593, 3.11703, 0.42648)  0.103
H (-2.43944, 1.78620, -0.61205)  0.136
H (-4.52402, -1.07263, -0.10148)  0.103
H (-4.22484, 0.06412, -1.31089)  0.096
H (-0.13277, -0.63588, -1.06349)  0.078



Computed, not measured: the ion C8H10N3O with charge +1 at a distorted geometry, with wB97M-V/def2-TZVPD.

Properties
Electronic energy, a.u.: -550.1118
Total charge: +1
SMILES: N[N+]1=C(O)c2ccccc2NC1
Relative energy (zero: lowest compared OMol25 entry of this formula, charge and spin), kcal per mole: 0.0
Lowest unoccupied orbital energy, eV: -4.2
E_HOMO, eV: -12.20

Last column: Löwdin charge in e.
Element x y z (Å)
N (3.01742, 0.59776, -0.15246)  0.086
N (1.71344, 0.13369, -0.05723)  -0.097
C (0.70100, 1.16885, -0.01913)  -0.167
O (1.12081, 2.37951, -0.12746)  0.196
C (-0.64827, 0.78374, 0.03601)  -0.082
C (-1.68120, 1.74954, 0.09131)  0.015
C (-2.98978, 1.35628, 0.03941)  -0.050
C (-3.30065, -0.00562, -0.08556)  -0.022
C (-2.31585, -0.96063, -0.17663)  0.004
C (-0.96795, -0.59573, -0.08998)  -0.181
N (0.02355, -1.50922, -0.19312)  0.077
C (1.37176, -1.24755, 0.23440)  -0.116
H (3.48988, 0.23226, -0.97792)  0.127
H (3.57371, 0.37075, 0.67161)  0.126
H (2.10412, 2.38271, -0.18836)  0.146
H (-1.39894, 2.78706, 0.17531)  0.129
H (-3.78552, 2.08335, 0.07932)  0.117
H (-4.33432, -0.31439, -0.10768)  0.123
H (-2.56594, -2.00349, -0.29522)  0.122
H (-0.22832, -2.47905, -0.31555)  0.159
H (1.49930, -1.44603, 1.31837)  0.144
H (2.05830, -1.89583, -0.32536)  0.144



Computed, not measured: a cluster of 2 separate species, C8H10NO in total at a distorted geometry, with wB97M-V/def2-TZVPD.

Properties
Electronic energy, a.u.: -440.4056
Total charge: +1
Relative energy (zero: lowest compared OMol25 entry of this formula, charge and spin), kcal per mole: 116.6
Lowest unoccupied orbital energy (alpha / beta), eV: -5.0 / -5.0
E_HOMO (alpha / beta), eV: -12.44 / -12.44

Last column: Löwdin charge in e.
Element x y z (Å)
C (-0.16457, -0.82909, 1.97199)  -0.011
C (1.12062, -1.40157, 1.50941)  -0.047
C (-1.08913, -0.43520, 1.07362)  -0.252
C (0.71567, -0.52350, -0.54278)  -0.029
C (1.04025, 1.15936, -2.30395)  -0.134
C (-0.73564, -0.46262, -0.40624)  -0.114
C (-2.51063, -0.21403, 1.40655)  -0.015
C (2.26938, 1.76418, -2.00995)  0.038
N (1.35067, -1.31641, 0.24278)  0.098
O (0.03692, 1.18016, -2.86362)  0.266
H (-0.41922, -0.95992, 3.08510)  0.152
H (1.63041, -2.26937, 2.00125)  0.146
H (-1.30953, -1.38241, -0.76343)  0.186
H (-0.95605, 0.41534, -1.02106)  0.099
H (-2.59699, -0.59820, 2.39570)  0.081
H (-3.10488, -0.78295, 0.72091)  0.094
H (-2.77667, 0.82238, 1.35454)  0.099
H (2.76639, 1.17935, -1.27729)  0.101
H (2.01746, 2.66786, -1.60074)  0.101
H (2.71553, 1.98663, -2.97278)  0.140



Computed, not measured: the ion C8H10NO3 with charge +1 at a distorted geometry, with wB97M-V/def2-TZVPD.

Properties
Electronic energy, a.u.: -590.8916
Total charge: +1
SMILES: CC(=O)[N+](O)(O)c1ccccc1
Relative energy (zero: lowest compared OMol25 entry of this formula, charge and spin), kcal per mole: 116.8
Lowest unoccupied orbital energy, eV: -4.2
E_HOMO, eV: -13.72

Last column: Löwdin charge in e.
Element x y z (Å)
C (1.90739, -1.41610, -0.92455)  0.077
C (2.07901, 0.02422, -0.61682)  -0.346
O (2.61872, 0.86793, -1.22102)  0.228
N (1.48593, 0.40540, 0.74705)  -0.203
O (1.82806, 1.74856, 1.04515)  0.097
O (1.78368, -0.42234, 1.81057)  0.082
C (0.04719, 0.48725, 0.33922)  -0.156
C (-0.51965, 1.58071, -0.25161)  0.006
C (-1.87893, 1.59186, -0.60652)  -0.026
C (-2.75623, 0.68711, -0.05836)  0.011
C (-2.18182, -0.47379, 0.56590)  -0.027
C (-0.84964, -0.54884, 0.74622)  -0.015
H (1.66384, -1.82057, 0.03575)  0.088
H (1.29367, -1.59104, -1.77909)  0.120
H (2.84552, -1.76970, -1.20120)  0.096
H (2.54634, 2.09876, 0.46861)  0.156
H (2.17761, 0.15150, 2.62199)  0.248
H (0.04476, 2.26291, -0.79758)  0.111
H (-2.22313, 2.47754, -1.13957)  0.128
H (-3.72641, 0.91722, -0.19563)  0.082
H (-2.79632, -1.20624, 0.93513)  0.092
H (-0.62218, -1.33842, 1.52877)  0.153



Computed, not measured: the molecule C8H10NOPS at a distorted geometry, with wB97M-V/def2-TZVPD.

Properties
Electronic energy, a.u.: -1180.3890
SMILES: C/C=N/[P@@](O)(=S)c1ccccc1
Relative energy (zero: lowest compared OMol25 entry of this formula, charge and spin), kcal per mole: 28.8
Lowest unoccupied orbital energy, eV: 0.2
E_HOMO, eV: -8.94

Last column: Löwdin charge in e.
Element x y z (Å)
C (-3.03526, -2.02046, 0.23988)  -0.061
C (-2.32351, -0.85082, 0.79965)  -0.237
N (-1.05919, -0.77861, 0.75621)  -0.118
P (-0.09923, 0.33537, 1.49542)  0.411
O (-1.27249, 2.05318, 1.45853)  -0.322
S (0.47315, -0.13642, 3.28137)  0.229
C (1.18270, 0.72600, 0.28525)  -0.354
C (1.90088, 1.90678, 0.39705)  -0.087
C (2.92773, 2.16390, -0.49279)  -0.075
C (3.24750, 1.23409, -1.47000)  -0.079
C (2.53905, 0.04670, -1.56167)  -0.078
C (1.49953, -0.21246, -0.68577)  -0.089
H (-2.34864, -2.68547, -0.27727)  0.080
H (-3.50817, -2.56154, 1.06036)  0.087
H (-3.82733, -1.69715, -0.43281)  0.081
H (-2.93206, -0.07070, 1.25157)  0.117
H (-1.03836, 2.52163, 2.26243)  -0.023
H (1.64449, 2.61665, 1.16953)  0.107
H (3.48198, 3.08849, -0.42300)  0.106
H (4.05262, 1.43427, -2.16091)  0.104
H (2.79831, -0.68123, -2.31715)  0.105
H (0.93604, -1.13124, -0.74630)  0.096



Computed, not measured: the molecule C8H10NPS at a distorted geometry, with wB97M-V/def2-TZVPD.

Properties
Electronic energy, a.u.: -1104.9370
Relative energy (zero: lowest compared OMol25 entry of this formula, charge and spin), kcal per mole: 135.3
Lowest unoccupied orbital energy (alpha / beta), eV: -0.2 / -2.1
E_HOMO (alpha / beta), eV: -8.57 / -8.40

Last column: Löwdin charge in e.
Element x y z (Å)
C (0.79382, 1.07741, 2.36736)  -0.346
C (-0.82801, -2.10473, -0.53449)  0.183
C (1.38266, 0.00574, -0.26702)  -0.324
C (-0.92946, -0.86508, -0.77024)  -0.419
C (0.22723, -0.01420, -0.93816)  -0.284
C (-2.19755, -0.07778, -0.87021)  -0.051
C (-0.00026, 1.18652, -1.98127)  0.001
C (0.85257, -0.35018, 2.47791)  -0.407
N (0.69022, 2.16505, 2.07235)  0.161
P (1.73813, -1.12540, 1.05708)  0.476
S (3.64638, -0.88672, 1.55104)  0.232
H (-0.60662, -3.15364, -0.68553)  0.063
H (1.94783, 0.94964, -0.25289)  0.090
H (-2.06614, 0.73954, -0.31157)  0.033
H (-3.05530, -0.62918, -0.41769)  0.102
H (-2.56714, 0.11345, -1.91254)  0.112
H (-0.55661, 1.92366, -1.35818)  0.102
H (-0.61513, 0.83977, -2.75215)  0.056
H (0.84400, 1.59295, -2.30746)  0.026
H (-0.22247, -0.75002, 2.48075)  0.109
H (1.52183, -0.63681, 3.35288)  0.083